{"formula": "C31H89N7O10", "method": "wB97M-V/def2-TZVPD", "multiplicity": 2, "energy_ev": -64484.3285, "gap_ev": [1.501, 9.291], "charge": -1, "elements": ["C", "C", "C", "O", "C", "N", "H", "H", "H", "H", "H", "H", "H", "H", "H", "H", "H", "C", "C", "C", "O", "C", "N", "H", "H", "H", "H", "H", "H", "H", "H", "H", "H", "H", "C", "C", "C", "O", "C", "N", "H", "H", "H", "H", "H", "H", "H", "H", "H", "H", "H", "C", "C", "C", "O", "C", "N", "H", "H", "H", "H", "H", "H", "H", "H", "H", "H", "H", "C", "C", "C", "O", "C", "N", "H", "H", "H", "H", "H", "H", "H", "H", "H", "H", "H", "C", "C", "C", "O", "C", "N", "H", "H", "H", "H", "H", "H", "H", "H", "H", "H", "H", "C", "C", "C", "O", "C", "N", "H", "H", "H", "H", "H", "H", "H", "H", "H", "H", "H", "C", "O", "H", "H", "H", "H", "C", "O", "H", "H", "H", "H", "C", "O", "H", "H", "H", "H"], "positions_angstrom": [[5.832, -3.259, 2.883], [4.446, -3.358, 2.353], [4.058, -2.388, 1.121], [4.316, -1.063, 1.301], [4.228, -0.278, 0.066], [4.112, -4.717, 2.116], [6.071, -3.679, 3.860], [5.927, -2.201, 3.129], [6.584, -3.493, 2.130], [3.826, -3.076, 3.204], [3.025, -2.638, 0.879], [4.669, -2.721, 0.282], [3.260, 0.137, -0.213], [4.649, -0.839, -0.769], [4.882, 0.581, 0.221], [4.918, -5.262, 1.844], [3.961, -5.060, 3.054], [0.367, -7.571, 5.021], [-0.624, -7.776, 3.965], [-0.185, -7.139, 2.561], [-0.453, -5.721, 2.424], [0.006, -5.132, 1.238], [-0.757, -9.222, 4.043], [0.164, -8.179, 5.903], [0.664, -6.565, 5.318], [1.305, -7.939, 4.605], [-1.597, -7.298, 4.076], [-0.678, -7.747, 1.803], [0.891, -7.302, 2.493], [-0.343, -5.590, 0.312], [1.094, -5.081, 1.295], [-0.374, -4.113, 1.305], [0.024, -9.709, 3.628], [-0.852, -9.622, 4.966], [3.106, 7.043, -1.258], [4.004, 6.966, -2.458], [3.344, 7.544, -3.765], [4.266, 7.437, -4.869], [4.177, 8.489, -5.880], [5.238, 7.676, -2.085], [2.641, 8.027, -1.181], [3.731, 6.873, -0.382], [2.353, 6.273, -1.093], [4.237, 5.931, -2.705], [3.087, 8.602, -3.718], [2.535, 6.917, -4.140], [3.251, 8.303, -6.424], [5.046, 8.391, -6.531], [4.156, 9.518, -5.522], [5.707, 7.695, -2.979], [5.132, 8.668, -1.930], [3.771, -4.802, -5.109], [3.704, -5.175, -3.647], [2.395, -4.693, -2.887], [2.296, -3.342, -2.839], [1.286, -2.898, -1.963], [3.862, -6.614, -3.539], [2.860, -5.270, -5.480], [4.656, -5.221, -5.588], [3.637, -3.740, -5.311], [4.469, -4.753, -2.996], [2.516, -5.158, -1.909], [1.518, -5.006, -3.454], [1.134, -1.835, -2.152], [1.586, -3.006, -0.920], [0.333, -3.410, -2.096], [2.969, -7.042, -3.736], [4.490, -6.966, -4.248], [-7.619, 1.523, -5.506], [-6.930, 0.401, -4.726], [-6.551, 0.729, -3.257], [-6.666, -0.480, -2.502], [-6.263, -0.292, -1.151], [-7.901, -0.689, -4.774], [-7.202, 1.303, -6.489], [-7.108, 2.454, -5.259], [-8.697, 1.599, -5.365], [-6.125, 0.003, -5.344], [-7.312, 1.349, -2.784], [-5.543, 1.144, -3.243], [-6.207, -1.268, -0.670], [-6.923, 0.315, -0.531], [-5.238, 0.075, -1.099], [-8.001, -0.989, -5.734], [-8.880, -0.446, -4.822], [1.305, 2.689, 0.076], [-0.166, 2.260, 0.291], [-0.180, 0.728, 0.387], [-1.506, 0.269, 0.256], [-1.806, -0.986, -0.179], [-0.661, 2.854, 1.530], [1.913, 2.857, 0.965], [1.435, 3.736, -0.197], [1.897, 2.131, -0.649], [-0.797, 2.576, -0.539], [0.215, 0.456, 1.366], [0.325, 0.239, -0.446], [-1.651, -1.628, 0.688], [-1.241, -1.466, -0.979], [-2.823, -0.837, -0.542], [-1.466, 2.266, 1.689], [-0.244, 2.864, 2.450], [-0.861, 2.813, 6.664], [-1.366, 3.407, 5.363], [-2.391, 2.411, 4.746], [-1.674, 1.472, 4.048], [-2.306, 0.520, 3.269], [-2.085, 4.655, 5.536], [-1.659, 2.641, 7.387], [-0.112, 3.476, 7.096], [-0.327, 1.899, 6.406], [-0.435, 3.470, 4.800], [-3.015, 2.807, 3.945], [-3.102, 1.869, 5.369], [-2.904, 1.031, 2.514], [-3.031, -0.161, 3.716], [-1.501, -0.012, 2.763], [-2.883, 4.520, 6.139], [-2.454, 5.071, 4.693], [-4.351, -3.888, -0.283], [-5.678, -3.749, 0.217], [-3.784, -3.059, 0.141], [-3.906, -4.782, 0.153], [-4.239, -3.980, -1.364], [-5.510, -3.584, 1.148], [-1.373, 5.552, -1.687], [-1.754, 4.343, -2.379], [-1.810, 6.498, -2.006], [-1.570, 5.514, -0.616], [-0.294, 5.479, -1.824], [-2.693, 4.175, -2.267], [0.622, 6.134, 2.725], [-0.521, 5.482, 2.508], [1.570, 5.818, 2.290], [0.535, 7.200, 2.516], [0.964, 6.123, 3.760], [-0.393, 4.696, 1.972]], "mulliken_charge": [-1.59, 0.27, -0.44, -0.30, -0.53, -0.51, 0.43, 0.37, 0.36, 0.26, 0.06, 0.29, -0.01, 0.36, 0.30, 0.28, 0.31, -1.49, 0.53, -0.79, -0.23, -0.50, -0.75, 0.37, 0.37, 0.34, 0.28, 0.30, 0.24, 0.34, 0.25, 0.16, 0.26, 0.27, -1.34, 0.57, -0.80, -0.31, -0.74, -0.77, 0.32, 0.41, 0.18, 0.26, 0.40, 0.32, 0.31, 0.25, 0.30, 0.31, 0.25, -1.34, 0.34, -0.65, -0.15, -0.60, -0.71, 0.31, 0.38, 0.33, 0.24, 0.26, 0.34, 0.32, -0.07, 0.24, 0.28, 0.26, -1.49, 0.36, -0.78, -0.09, -0.86, -0.64, 0.38, 0.36, 0.45, 0.38, 0.23, 0.29, 0.20, 0.36, 0.20, 0.27, 0.17, -1.40, 0.52, 0.23, 0.10, -0.62, -0.15, 0.40, 0.02, 0.48, 0.13, 0.23, -0.06, 0.23, -0.07, -0.04, -0.11, 0.39, -1.78, 1.16, -0.96, 0.07, -1.49, -0.74, 0.40, 0.41, 0.32, 0.08, 0.34, 0.35, 0.34, 0.45, 0.13, 0.27, 0.27, -0.57, -0.44, -0.03, 0.33, 0.36, 0.31, -0.62, -0.28, 0.33, 0.17, 0.05, 0.20, -0.92, -0.39, 0.30, 0.34, 0.31, 0.31]}